Record 1
Computed, not measured: a cluster of 14 separate species, C84H170N14O8 in total at a distorted geometry, with ωB97M-V/def2-TZVPD.

Properties
- HOMO-LUMO gap: 8.69 eV
- E_HOMO: -8.15 eV
- Energy above the lowest of the compared OMol25 structures with the same formula, charge and spin: 0.0 kcal per mole
- Maximum force: 4.40 eV/A

The geometry in XYZ format:
```
276
C84H170N14O8 ωB97M-V/def2-TZVPD
O 1.069 0.795 5.459
O -2.546 -6.421 4.674
O 4.550 7.897 -0.090
O -4.889 -3.657 -4.300
O 1.073 -0.595 -2.138
O -0.682 2.636 -8.070
O 3.955 -5.167 -2.558
O 1.071 6.784 3.353
N 1.754 6.186 4.393
N 2.028 -0.187 5.742
N -1.164 2.263 -6.753
N -5.545 -0.989 -1.023
N -3.241 -5.695 3.716
N -2.966 3.553 -1.029
N -2.920 0.171 3.391
N 0.809 -0.354 -0.761
N 3.833 -4.102 -1.668
N -3.821 3.622 2.940
N 2.068 -3.880 -4.739
N -5.400 -4.534 -3.331
N 4.527 7.212 -1.341
N -2.308 -3.350 -5.893
C -3.187 2.297 -5.288
C 0.173 -1.916 6.166
C 2.688 8.524 -2.308
C -5.958 -7.055 -1.949
C -2.708 0.477 4.454
C 1.282 1.031 -0.482
C -0.657 -0.681 -0.497
C 2.731 -3.469 0.427
C 0.931 1.427 0.929
C -3.029 4.005 -7.126
C 2.887 -4.528 -0.669
C -3.253 -3.650 5.259
C -2.513 1.091 5.808
C -2.442 3.135 -4.272
C -3.399 -6.147 -3.714
C -2.331 -5.371 2.587
C 2.465 -2.230 7.064
C -4.949 -0.430 -3.579
C -4.394 2.939 2.213
C -0.861 -0.344 0.947
C 1.045 2.178 -5.815
C 5.334 5.999 -1.098
C -1.666 0.010 -1.515
C -7.061 -6.194 -2.521
C -3.641 -3.225 2.173
C -6.337 -6.077 -5.023
C 2.791 1.114 -0.705
C -0.825 -2.148 -0.626
C 5.143 -3.521 -1.266
C 3.971 4.964 5.678
C 2.950 7.080 4.770
C -2.976 -4.396 1.569
C -4.064 -4.548 4.319
C 1.921 4.756 4.099
C 2.281 8.346 5.259
C 1.075 -0.375 7.917
C 3.899 7.307 3.610
C 4.032 -2.870 0.902
C 1.485 -4.799 -1.325
C 6.766 6.556 -0.721
C -0.304 2.951 -5.731
C -0.010 4.411 -5.960
C 5.740 -2.911 -2.512
C 4.834 5.145 0.083
C -0.744 -1.293 -5.582
C -0.970 2.761 -4.390
C 3.173 -2.740 5.793
C 2.649 -0.631 4.450
C -2.195 3.984 -0.282
C 3.268 6.221 -3.282
C 6.164 -4.710 -0.880
C 3.734 -1.594 4.918
C 5.360 5.202 -2.404
C 1.292 -4.731 -4.846
C 4.863 -2.375 -0.267
C -0.473 1.023 1.433
C 1.414 -1.183 6.708
C -1.024 -4.758 3.099
C 0.276 -5.756 -4.905
C 3.136 7.081 -1.961
C 2.004 6.365 -1.070
C 1.679 -1.236 3.430
C -4.239 -5.247 -2.774
C 0.775 2.121 -1.487
C -4.643 -3.738 3.163
C 3.222 0.611 3.831
C 0.552 4.126 4.068
C -3.349 1.583 -7.649
C 2.687 4.183 5.293
C 3.636 6.420 5.992
C 2.671 4.499 2.791
C -2.626 2.564 -6.681
C 3.977 4.905 -2.954
C -6.536 -5.273 -3.732
C -5.197 2.095 1.309
C -3.284 -4.266 -2.223
C -5.406 -0.693 -2.143
C -5.211 -5.264 5.042
C -2.035 -6.710 1.711
C 3.167 -5.817 0.113
C -1.072 4.511 0.630
C -7.700 -4.274 -3.990
C -1.634 -2.425 -5.805
C -4.790 -6.217 -1.659
H -0.114 4.427 3.232
H 3.957 4.570 -0.153
H 5.824 -5.166 0.065
H 3.018 9.094 5.614
H -2.915 -2.594 2.670
H 4.139 -2.059 3.978
H 5.112 -2.093 -2.816
H -2.657 -0.435 -1.362
H -7.505 -3.734 -4.910
H 2.230 -3.934 1.287
H -2.256 -4.078 0.777
H -0.381 1.082 2.503
H 4.569 8.839 -0.306
H 3.368 4.385 -2.232
H -7.303 -6.103 -5.539
H -7.406 -5.534 -1.735
H -6.009 -7.078 -4.802
H -1.039 -0.762 -4.641
H 2.542 3.463 2.577
H -2.808 -3.718 -3.062
H 4.699 -3.564 1.459
H -5.193 -1.205 -4.335
H -4.152 -2.511 1.516
H 2.091 4.026 6.172
H 1.721 8.859 4.429
H -0.731 5.549 0.411
H 0.142 4.568 -6.990
H 4.590 -1.043 5.431
H 6.118 -5.475 -1.611
H 0.095 0.133 7.853
H 3.242 2.115 -0.720
H 0.784 -5.035 -0.519
H 1.440 -5.566 -2.093
H 0.267 -2.822 5.580
H -3.018 1.255 -4.996
H 1.654 8.143 6.109
H -5.763 -5.948 4.361
H 2.608 9.152 -1.417
H -5.210 -2.868 3.566
H -0.188 -1.006 1.439
H 2.227 -6.068 0.668
H -1.773 -7.532 2.381
H 4.621 8.071 3.822
H 5.508 4.313 0.331
H 0.750 -0.632 3.345
H 3.058 0.627 -1.598
H -8.606 -4.804 -4.240
H 4.551 6.998 6.218
H -7.836 -3.589 -3.178
H 0.712 -6.718 -5.073
H -1.439 -0.260 -2.548
H 2.105 -1.336 2.447
H -2.546 4.230 -4.430
H -5.913 -4.507 5.318
H 5.746 -3.634 -3.361
H -4.431 -4.152 -5.004
H 3.623 4.909 2.759
H -0.003 4.432 4.951
H -0.878 1.707 -4.161
H -1.910 -2.327 -0.458
H 2.148 5.051 1.956
H 1.085 6.770 -1.463
H 0.959 1.067 -5.666
H -3.243 0.801 6.620
H -3.278 0.483 -7.492
H 1.317 -2.239 3.660
H -4.020 -6.907 -1.270
H 2.368 6.004 -3.828
H -0.254 -5.740 -3.932
H 1.216 1.593 5.972
H -0.376 3.342 -3.681
H 1.612 0.848 1.532
H 3.258 7.537 2.738
H 1.951 0.294 8.130
H -2.465 -6.335 -3.231
H 2.561 -3.328 5.158
H 1.722 2.294 -6.706
H -4.105 4.090 -7.084
H -1.190 -6.490 1.081
H 3.835 0.477 2.963
H 2.445 1.336 3.623
H -2.587 -4.674 -1.518
H 1.035 -1.057 8.837
H -2.639 -4.257 5.977
H 6.713 -2.550 -2.428
H -4.425 1.713 -7.687
H 1.341 3.069 -1.316
H -1.514 0.883 6.180
H -0.511 -1.233 5.671
H -4.976 2.295 0.235
H -2.696 4.767 -6.419
H -3.017 -7.046 1.208
H 2.145 -2.598 0.112
H -3.861 -2.945 5.786
H 7.181 -4.330 -0.699
H 3.294 0.603 0.107
H -2.609 2.188 5.729
H 2.236 6.616 -0.032
H 1.148 2.441 1.034
H -6.272 2.211 1.472
H 1.712 2.608 -5.028
H -0.638 1.760 -8.470
H 1.031 1.812 -2.499
H 0.885 4.780 -5.391
H 2.008 5.268 -1.142
H 3.398 8.873 -3.089
H -7.874 -6.789 -2.870
H -2.816 2.899 -3.254
H -5.621 -5.753 -5.793
H 6.648 7.109 0.212
H -4.229 2.538 -5.335
H 1.647 8.621 -2.641
H -1.631 1.047 -1.402
H 5.924 5.725 -3.132
H 2.924 6.462 6.859
H 2.047 -3.116 7.580
H -5.694 -7.848 -2.639
H 5.806 4.177 -2.188
H -2.931 1.675 -8.669
H 1.724 -1.332 -2.017
H 1.108 -3.820 -1.740
H -0.863 5.040 -5.636
H -1.463 4.406 1.639
H -4.886 1.041 1.457
H -0.280 2.315 -1.451
H -1.121 -3.642 3.066
H -2.544 -3.078 4.693
H -3.736 -4.952 1.004
H -5.131 -5.540 -0.834
H -5.529 0.427 -3.925
H -0.872 -0.663 -6.489
H 3.971 -3.368 6.146
H 4.466 6.432 3.333
H -3.195 -5.714 -4.728
H -0.470 -2.263 7.001
H -0.452 -5.564 -5.731
H 4.093 4.227 -3.812
H 3.395 -6.666 -0.499
H 3.106 3.199 5.038
H -0.612 -2.413 -1.710
H 3.874 -4.855 -3.470
H -5.397 -4.298 2.604
H 0.263 -1.581 -5.620
H 3.246 -1.736 7.681
H -0.217 3.832 0.495
H -0.186 -2.720 -0.020
H 0.296 7.154 3.802
H -3.970 -7.053 -3.905
H 3.871 -1.999 1.510
H 7.147 7.206 -1.529
H 4.335 4.446 6.567
H -1.205 1.808 1.212
H 3.853 6.752 -4.052
H -6.221 -7.617 -1.064
H -3.887 -3.467 -1.692
H 3.969 -5.717 0.861
H 7.550 5.772 -0.547
H 4.775 4.837 4.996
H 3.958 1.100 4.528
H -0.203 -5.055 2.388
H 5.825 -1.919 -0.016
H 4.353 -1.582 -0.831
H 0.748 3.045 4.054
H -4.879 -5.723 5.996
H 4.646 5.801 0.933
H -2.693 4.250 -8.141
H -3.905 -0.174 -3.525
H -0.658 -5.047 4.095
H -3.057 -7.237 4.815
H -1.877 -0.619 1.341
```

---

Record 2
Computed, not measured: a structure of composition C24H23N9NaO2S2, with ωB97M-V/def2-TZVPD.

Properties
- HOMO-LUMO gap: 4.73 eV
- E_HOMO: -3.01 eV
- Total charge: -1
- Maximum force: 0.68 eV/A

The geometry in XYZ format:
```
61
C24H23N9NaO2S2 ωB97M-V/def2-TZVPD
S -0.209 -0.597 -3.067
S -2.730 -1.542 0.522
Na -0.672 0.245 -0.155
O -1.937 3.187 -1.670
O 1.016 2.853 1.813
N -0.496 2.554 0.046
N -0.871 -0.014 2.281
N 0.018 -2.515 -1.206
N -2.023 -0.388 2.930
N -3.873 -1.682 2.906
N 1.328 0.633 0.999
N 0.964 -1.747 -0.529
N -1.789 -2.689 -2.589
N 2.467 -0.234 1.247
C -1.136 3.477 -0.828
C 0.263 3.253 0.833
C 3.287 -1.138 3.570
C 2.602 0.733 0.239
C 1.078 1.396 2.185
C 2.105 1.393 3.306
C -0.852 1.853 3.872
C 1.562 -2.373 0.462
C 1.324 -3.835 0.749
C 3.088 0.330 3.761
C 4.141 1.969 1.744
C -0.908 6.096 -1.050
C 2.929 -1.999 2.582
C 0.644 7.040 0.561
C -0.294 1.023 2.753
C -0.636 4.863 -0.501
C 3.688 1.695 0.518
C 3.577 1.654 3.072
C -2.809 -1.148 2.207
C 2.378 -1.627 1.322
C 0.909 5.785 1.110
C -0.654 -1.987 -2.232
C 0.245 4.716 0.550
C -0.247 7.193 -0.497
H -0.513 -3.167 -0.636
H 3.748 -1.585 4.444
H 0.347 -3.979 1.222
H 5.021 2.605 1.794
H 1.143 7.914 0.963
H 4.001 2.325 3.812
H -1.600 6.203 -1.874
H 3.104 -3.050 2.793
H 1.604 5.657 1.928
H -0.427 8.182 -0.899
H -1.916 2.017 3.700
H -4.050 -1.233 3.791
H 3.243 0.517 4.823
H 1.347 -4.420 -0.173
H 2.078 -4.228 1.424
H -2.345 -2.164 -3.244
H -2.334 -3.036 -1.808
H 4.213 2.109 -0.335
H -4.674 -1.915 2.346
H -0.771 1.322 4.824
H -0.341 2.812 3.960
H 1.699 1.966 4.132
H 2.407 0.466 -0.797
```